25
Properties=species:S:1:pos:R:3 method="wB97M-V/def2-TZVPD" e_lumo_ev=0.920 orbital_gap_ev=9.4
C 1.22 1.30 0.77
C 1.00 0.00 1.07
C 2.07 -0.78 0.56
C -0.28 -0.40 1.72
C -0.88 -1.74 1.43
C -1.29 -2.28 0.25
C -1.50 -1.53 -0.97
O -0.29 -1.14 -1.76
C -1.11 -0.19 -1.30
C -1.38 1.07 -1.61
C -0.25 1.93 -2.13
H 0.46 2.03 1.07
H 2.10 1.63 0.20
H 1.97 -1.44 -0.45
H 2.42 -1.56 1.20
H 2.92 -0.16 0.35
H -1.06 0.32 1.38
H -0.14 -0.32 2.79
H -0.67 -2.47 2.30
H -1.70 -3.31 0.13
H -2.21 -2.07 -1.57
H -2.31 1.45 -1.29
H -0.26 2.86 -1.49
H -0.33 1.99 -3.23
H 0.75 1.45 -1.98


27
Properties=species:S:1:pos:R:3 method="wB97M-V/def2-TZVPD" e_lumo_ev=0.609 orbital_gap_ev=8.4
C -2.23 -0.72 0.92
C -2.16 0.31 -1.26
C -1.07 -1.40 0.60
C -0.95 -0.33 -1.51
C -2.86 0.06 -0.06
C -0.48 -1.30 -0.63
C 2.28 -0.67 -1.11
C -4.18 0.76 0.19
C 2.45 0.22 1.50
C 3.35 2.14 0.02
O 1.47 -2.71 0.45
S 2.06 1.06 -0.08
S 1.18 -2.17 -0.91
H -2.51 -0.82 1.89
H -2.60 1.17 -1.93
H -0.72 -2.00 1.49
H -0.42 -0.10 -2.32
H 2.26 -0.48 -2.09
H 3.26 -0.93 -1.01
H -4.22 0.99 1.26
H -4.06 1.65 -0.27
H -4.99 0.22 -0.14
H 2.06 0.72 2.39
H 3.57 0.38 1.63
H 2.01 -0.85 1.63
H 3.18 3.07 -0.69
H 4.30 1.72 0.03


26
Properties=species:S:1:pos:R:3 method="wB97M-V/def2-TZVPD" e_lumo_ev="-1.009 / -1.162" orbital_gap_ev="6.5 / 6.2"
C -1.99 -0.92 -2.65
C -2.44 0.21 -1.94
C -0.68 -1.26 -2.38
C -1.74 0.69 -0.85
C 0.01 -0.81 -1.28
C -0.42 0.29 -0.49
C 1.99 -0.67 1.51
C -0.50 -0.51 2.38
C 0.82 0.23 1.80
C 0.29 0.99 0.56
O -0.17 2.27 0.68
Se 2.58 1.62 -0.95
H -2.47 -1.25 -3.52
H -3.35 0.77 -2.08
H -0.19 -1.96 -3.06
H -1.93 1.61 -0.43
H 1.00 -1.23 -1.27
H 1.83 -1.24 0.59
H 2.06 -1.27 2.38
H 2.88 -0.12 1.43
H -0.23 -1.32 2.96
H -1.23 0.18 2.93
H -1.11 -0.82 1.42
H 0.94 0.94 2.55
H 0.37 2.72 1.34
H 3.66 0.87 -1.65


26
Properties=species:S:1:pos:R:3 method="wB97M-V/def2-TZVPD" e_lumo_ev=0.785 smiles="CC(C)(C)C1(Br)C=CCC=C1" orbital_gap_ev=9.7
C -1.50 -0.80 -0.13
C -0.01 -1.07 0.11
C 0.24 -1.79 1.44
C 0.40 -2.03 -1.03
C 0.90 0.27 -0.06
Br 2.84 -0.25 -0.13
C 0.92 1.04 1.25
C 0.60 2.34 1.34
C 0.29 3.12 0.11
C 0.47 2.40 -1.14
C 0.73 1.10 -1.28
H -2.08 -1.73 -0.38
H -1.59 -0.43 -1.14
H -1.80 -0.18 0.72
H -0.64 -1.76 2.10
H 0.38 -2.95 1.25
H 1.02 -1.40 2.02
H -0.23 -2.91 -0.94
H 1.38 -2.37 -0.94
H 0.18 -1.45 -1.90
H 1.38 0.54 2.11
H 0.50 2.98 2.21
H -0.79 3.28 0.32
H 1.02 4.02 -0.05
H 0.26 2.95 -2.03
H 1.08 0.78 -2.29


29
Properties=species:S:1:pos:R:3 method="wB97M-V/def2-TZVPD" e_lumo_ev="-0.811 / -1.596" orbital_gap_ev="8.0 / 6.8"
C -0.70 -0.90 2.68
C -0.33 0.35 2.45
C -1.10 -1.96 1.71
C -1.85 -0.19 -0.14
C -0.29 1.28 1.15
C -1.62 -1.70 0.45
C -0.63 0.62 -0.13
C 1.36 2.09 -1.82
C 0.40 -0.79 -2.62
C 2.17 -0.50 0.09
O -1.02 -3.13 2.11
O -1.21 2.26 1.50
Si 0.82 0.32 -1.19
Br -1.55 -3.06 -0.72
H -0.57 -1.26 3.67
H 0.14 0.87 3.20
H -2.07 -0.39 -1.25
H -2.65 0.30 0.32
H 0.78 1.72 1.03
H 0.86 2.32 -2.73
H 1.03 2.88 -1.15
H 2.40 2.21 -1.96
H 1.14 -1.57 -2.86
H -0.49 -1.43 -2.40
H 0.14 -0.39 -3.67
H 3.08 -0.55 -0.43
H 2.17 0.19 0.98
H 1.70 -1.52 0.26
H -2.12 1.93 1.49


27
Properties=species:S:1:pos:R:3 method="wB97M-V/def2-TZVPD" e_lumo_ev=0.761 smiles=C[Si](C)(Cl)CCc1ccccc1 orbital_gap_ev=9.9
C -1.48 -3.18 2.08
Si -1.18 -1.32 1.84
C -2.81 -0.46 1.64
Cl -0.19 -0.54 3.57
C -0.05 -0.95 0.35
C 0.02 0.62 0.29
C 0.86 1.14 -0.84
C 2.12 1.59 -0.55
C 3.01 1.94 -1.59
C 2.46 2.05 -2.85
C 1.22 1.58 -3.13
C 0.44 1.06 -2.13
H -1.52 -3.38 3.14
H -0.59 -3.68 1.57
H -2.42 -3.49 1.58
H -3.67 -0.59 2.33
H -3.21 -0.85 0.71
H -2.66 0.61 1.63
H -0.41 -1.31 -0.64
H 0.98 -1.35 0.53
H -1.02 0.88 0.14
H 0.34 1.00 1.26
H 2.35 1.65 0.51
H 3.97 2.37 -1.34
H 3.07 2.43 -3.64
H 0.91 1.59 -4.18
H -0.53 0.58 -2.29


It is found that the relative energy (zero: lowest compared OMol25 entry of this formula, charge and spin) values, taken in the order of the records, are 115.1; 127.6; 38.0; 51.8; 79.4; 0.0 kcal/mol.